No. 1
Below is C35H26BiBrCl3GeIN3OS4 as an isolated structure, with properties calculated with ωB97M-V/def2-TZVPD.

The geometry in XYZ format:
```
76
Properties=species:S:1:pos:R:3:forces:R:3
Bi 0.5501 -0.7247 1.1873 0.1 -1.0 -0.2
C -3.7978 0.4709 -0.5205 -0.1 0.0 0.0
C -4.5281 -0.7106 -0.4201 -0.1 0.0 0.0
C -3.9348 -1.8426 0.0852 0.0 -0.1 0.0
C -2.5969 -1.8077 0.4993 0.2 0.0 0.1
N -1.8995 -0.6750 0.3575 -0.1 0.2 0.0
C -2.4826 0.4320 -0.1211 0.3 -0.2 0.1
C -1.8952 -2.9535 1.1461 0.0 0.3 -0.1
C -2.5501 -4.1789 1.2659 0.0 -0.1 0.0
C -1.9239 -5.2583 1.8653 0.0 0.0 0.0
C -0.6421 -5.1034 2.3747 0.0 0.0 0.0
C 0.0103 -3.8815 2.2675 -0.1 0.2 -0.1
C -0.5822 -2.7832 1.6382 -0.2 0.0 0.0
H -4.2355 1.3899 -0.8893 0.0 0.0 0.0
H -5.5691 -0.7362 -0.7203 0.0 0.0 0.0
H -4.5130 -2.7465 0.1981 0.0 0.0 0.0
H -1.8453 1.3106 -0.1853 0.0 0.0 0.0
H -3.5612 -4.3101 0.8964 0.1 0.0 0.0
H -2.4377 -6.2096 1.9422 0.0 0.0 0.0
H -0.1516 -5.9378 2.8654 0.0 0.0 0.0
H 1.0068 -3.7777 2.6839 0.0 0.0 0.0
O 4.1768 -6.1935 -1.5268 -0.1 0.2 0.1
C 3.5900 -5.2267 -1.0865 0.1 -0.2 -0.1
S 4.0351 -4.3794 0.3890 0.0 0.0 0.0
C 2.7850 -3.1401 0.3479 -0.1 0.1 0.1
C 1.9252 -3.1967 -0.6870 -0.1 0.1 0.1
S 0.5899 -2.1416 -1.1118 0.3 0.2 0.3
S 2.1695 -4.5058 -1.8375 0.0 0.0 0.0
S 2.8747 -1.9885 1.6808 -0.2 -0.1 -0.3
Br 0.6034 3.0789 -5.6819 0.0 -0.1 0.1
C 1.4660 1.4129 -5.3916 0.0 -0.1 0.0
C 2.5961 1.1533 -6.1565 0.0 -0.1 0.0
C 3.2629 -0.0558 -6.0204 0.0 0.1 0.0
C 2.7988 -1.0032 -5.1208 0.0 0.0 0.1
C 1.6759 -0.7395 -4.3518 0.0 0.0 0.0
C 1.0013 0.4714 -4.4753 0.1 0.1 -0.1
I -0.6617 0.7487 -3.2695 -0.2 0.1 0.0
H 2.9471 1.9037 -6.8512 0.0 0.0 0.0
H 4.1483 -0.2486 -6.6147 0.0 0.0 0.0
H 3.3141 -1.9476 -4.9946 0.0 0.0 0.0
H 1.3214 -1.4631 -3.6255 0.1 0.0 0.0
C 1.5689 2.9770 1.1652 0.1 0.0 -0.1
C 2.8617 2.6216 0.4718 0.0 0.5 0.3
C 3.9660 3.4644 0.5187 -0.2 0.0 0.0
C 5.1751 3.1398 -0.0872 -0.1 -0.1 0.0
C 5.2635 1.9067 -0.7327 -0.1 -0.1 0.0
C 4.1907 1.0314 -0.8022 0.3 -0.1 0.0
C 4.3391 -0.3433 -1.4169 0.0 0.1 0.0
C 2.9426 1.3998 -0.2321 -0.7 -1.0 -0.2
N 1.8523 0.5925 -0.3843 0.6 1.0 0.0
H 1.5873 4.0083 1.5253 0.0 0.0 0.0
H 1.3645 2.3347 2.0273 0.1 0.0 -0.1
H 0.7080 2.8565 0.4926 0.1 0.0 0.0
H 3.8628 4.4100 1.0461 0.0 0.0 0.0
H 6.0224 3.8126 -0.0416 0.0 0.0 0.0
H 6.2015 1.6031 -1.1937 0.0 0.0 0.0
H 4.9403 -0.3059 -2.3302 0.0 0.0 0.0
H 3.3648 -0.7778 -1.6557 0.0 0.1 0.0
H 4.8263 -1.0291 -0.7167 0.0 0.0 0.0
Cl -2.4406 0.4925 5.9379 0.0 0.0 0.0
Ge -1.9800 -0.9935 4.2173 -0.1 -0.1 0.1
Cl -4.1693 -0.8719 3.3663 0.0 -0.1 0.0
Cl -2.2932 -2.9138 5.4241 0.0 0.0 0.0
N -1.1029 1.6733 2.8408 0.5 0.0 -0.1
C -2.0147 2.3391 2.6477 -0.9 0.4 0.2
C -3.2204 3.1396 2.5046 0.5 -0.4 0.0
C -3.1421 4.4279 1.9912 -0.1 0.2 -0.1
C -4.3013 5.1809 1.8647 0.1 -0.1 0.0
C -5.5234 4.6427 2.2520 0.0 0.0 0.0
C -5.5909 3.3492 2.7538 0.1 0.0 0.0
C -4.4379 2.5860 2.8837 -0.1 -0.1 0.1
H -2.1807 4.8265 1.6934 0.0 0.0 0.0
H -4.2498 6.1837 1.4608 0.0 0.0 0.0
H -6.4260 5.2366 2.1632 0.0 0.0 0.0
H -6.5439 2.9262 3.0457 0.0 0.0 0.0
H -4.4610 1.5681 3.2682 0.0 0.2 0.0
```
Positions in Å, forces in eV/Å.

Net charge: -2
E (eV): -264647.282
Multiplicity: 2

No. 2
Below is C35H26BrCl4GaN3O7 as an isolated structure, with properties calculated with ωB97M-V/def2-TZVPD.

The geometry in XYZ format:
```
77
Properties=species:S:1:pos:R:3:forces:R:3
Ga -0.0302 -0.1346 -0.7764 0.1 -0.2 0.1
Cl 0.5507 6.0297 -2.6644 0.0 0.0 0.0
C 0.8208 4.3180 -2.5215 0.0 0.0 -0.1
C 1.9388 3.7326 -3.0880 0.0 0.0 0.0
Cl 3.1101 4.7108 -3.9087 0.0 0.0 0.0
C 2.1295 2.3301 -3.0423 0.0 0.0 0.0
Cl 3.6112 1.6132 -3.5755 0.0 0.0 0.0
C 1.1485 1.4968 -2.5343 0.0 0.0 0.0
O 1.2370 0.2062 -2.3025 0.0 0.1 0.0
C -0.0615 2.1202 -2.0899 0.0 -0.1 0.0
O -0.9624 1.3022 -1.5972 -0.1 0.0 0.0
C -0.1655 3.4817 -1.9919 -0.1 0.1 0.2
Cl -1.2142 3.8568 -0.2687 0.5 0.0 0.0
C -4.6385 -3.0866 -0.4756 0.0 0.0 0.0
O -4.2362 -2.1349 0.4911 -0.1 -0.1 0.0
C -4.6012 -2.3319 1.7757 0.0 0.0 0.0
C -5.4938 -3.3116 2.1937 0.0 0.0 0.0
C -5.8252 -3.4263 3.5390 0.0 0.0 0.0
C -5.2642 -2.5804 4.4786 0.0 0.0 0.0
C -4.3493 -1.6202 4.0645 0.0 0.0 0.0
C -4.0135 -1.4801 2.7291 0.0 0.0 0.0
N -3.0944 -0.4664 2.3452 0.0 -0.1 0.1
C -2.0960 -0.6869 1.4321 0.0 -0.1 0.0
N -1.5858 -1.9586 1.4115 0.0 0.0 0.0
C -1.1326 -2.6448 0.2583 0.0 0.0 0.1
C -0.4624 -2.0495 -0.8038 0.0 0.0 0.0
C -0.0815 -2.8619 -1.8793 0.0 0.0 0.0
C -0.3305 -4.2200 -1.8861 0.0 0.0 0.0
C -0.9871 -4.8136 -0.8094 0.0 0.0 0.0
C -1.3903 -4.0272 0.2518 0.0 0.0 0.0
O -2.0717 -4.4992 1.3500 0.0 0.0 0.0
C -2.2794 -5.8910 1.4435 0.0 0.0 0.0
N -1.5926 0.2375 0.6914 0.0 0.0 0.0
C -2.1187 1.5539 0.6177 0.1 -0.1 0.0
C -1.1800 2.6137 0.8298 0.2 0.1 -0.1
C -0.5051 5.3287 0.4980 0.0 0.2 -0.3
C -3.1994 4.2895 -0.5235 -0.7 -0.1 0.0
C -3.8103 3.1467 -0.1841 0.1 0.1 0.0
C -3.3709 1.8152 0.1906 -0.2 0.2 -0.1
O -4.2830 0.7954 0.0092 0.0 0.0 -0.1
C -4.2257 0.2272 -1.2976 -0.1 0.1 0.0
H -4.1305 -2.8091 -1.3954 0.0 0.0 0.0
H -5.7209 -3.0628 -0.6299 0.0 0.0 0.0
H -4.3291 -4.0932 -0.1836 0.0 0.0 0.0
H -5.9447 -3.9781 1.4726 0.0 0.0 0.0
H -6.5296 -4.1894 3.8452 0.0 0.0 0.0
H -5.5190 -2.6720 5.5255 0.0 0.0 0.0
H -3.8717 -0.9611 4.7783 0.0 0.0 0.0
H -3.4557 0.4776 2.3139 0.0 0.0 0.0
H -2.0065 -2.5800 2.0862 0.0 0.0 0.0
H 0.4428 -2.4064 -2.7117 0.0 0.0 0.0
H -0.0107 -4.8348 -2.7181 0.0 0.0 0.0
H -1.1782 -5.8775 -0.8129 0.0 0.0 0.0
H -2.8031 -6.0578 2.3816 0.0 0.0 0.0
H -1.3305 -6.4336 1.4509 0.0 0.0 0.0
H -2.8941 -6.2601 0.6162 0.0 0.0 0.0
H -0.1881 2.4418 1.2263 0.0 0.0 0.0
H 0.5224 5.2367 0.1300 0.1 0.0 0.1
H -1.0050 6.0920 -0.1255 0.0 -0.3 0.1
H -4.8909 3.2868 -0.2475 0.0 0.0 0.0
H -5.0374 -0.4967 -1.3576 0.0 0.1 0.0
H -3.2660 -0.2663 -1.4644 0.0 0.0 0.0
H -4.3615 0.9992 -2.0600 0.0 0.0 0.0
Br 5.1803 -5.0670 0.4758 0.0 0.0 0.0
C 4.3048 -3.3870 0.6676 0.0 0.0 0.0
C 4.3362 -2.7478 1.8960 0.0 0.0 0.0
C 3.6954 -1.5259 2.0267 0.0 0.0 0.0
C 3.0115 -0.9635 0.9549 0.0 0.0 0.0
C 3.0071 -1.6168 -0.2715 0.0 0.0 0.0
C 3.6607 -2.8323 -0.4231 0.0 0.0 0.0
C 2.2904 0.3496 1.1693 0.0 -0.2 0.1
O 2.7289 1.1521 1.9719 0.0 0.0 0.0
O 1.1873 0.5122 0.5112 0.0 0.4 0.0
H 4.8549 -3.1970 2.7318 0.0 0.0 0.0
H 3.7135 -0.9878 2.9652 0.0 0.0 0.0
H 2.5296 -1.1575 -1.1283 0.0 0.0 0.0
H 3.6659 -3.3386 -1.3785 0.0 0.0 0.0
```
Positions in Å, forces in eV/Å.

Net charge: -1
E (eV): -228020.854
Energy relative to the best compared isomer or geometry (same formula, charge and spin) (eV): 13.218

No. 3
Below is C35H26F2IN6O2SeTa as an isolated structure, with properties calculated with ωB97M-V/def2-TZVPD.

The geometry in XYZ format:
```
74
Properties=species:S:1:pos:R:3:forces:R:3
Ta -0.5807 -0.3400 0.5360 0.0 0.0 0.1
C 2.3436 -3.8057 1.3238 0.0 0.0 0.0
C 3.0285 -2.5941 0.7790 0.0 0.0 0.0
N 4.3491 -2.6111 0.6659 0.0 0.0 0.0
C 5.0100 -1.5418 0.2234 0.0 0.0 0.0
C 4.4063 -0.3498 -0.1347 0.0 0.0 0.0
C 5.2298 0.8307 -0.5902 0.0 0.0 0.0
O 4.9137 2.0135 0.1332 0.0 0.0 0.0
C 3.0031 -0.3040 -0.0394 0.0 -0.1 0.0
C 2.2867 0.8987 -0.3888 0.0 0.0 0.0
N 1.0114 1.1390 -0.3004 0.0 0.0 0.0
C 0.6542 2.4207 -0.8546 0.0 0.0 0.0
C 1.0304 2.7591 -2.1505 0.0 0.0 0.0
C 0.7043 4.0050 -2.6673 0.0 0.0 0.0
C -0.0078 4.9172 -1.9031 0.0 0.0 0.0
C -0.4205 4.5803 -0.6205 0.0 0.0 0.0
C -0.0899 3.3353 -0.1136 0.0 -0.1 0.0
I -0.7495 2.6908 1.7549 0.0 0.0 0.0
C 2.3290 -1.4386 0.4054 0.1 0.1 0.0
O 0.9940 -1.3794 0.5017 -0.1 0.0 0.0
H 2.2379 -4.5602 0.5434 0.0 0.0 0.0
H 1.3505 -3.5717 1.7045 0.0 0.0 0.0
H 2.9533 -4.2284 2.1197 0.0 0.0 0.0
H 6.0884 -1.6410 0.1682 0.0 0.0 0.0
H 5.0318 1.0465 -1.6430 0.0 0.0 0.0
H 6.2886 0.5813 -0.5162 0.0 0.0 0.0
H 5.4869 2.0864 0.9032 0.0 0.0 0.0
H 2.9060 1.7086 -0.7615 0.0 0.0 0.0
H 1.5733 2.0402 -2.7523 0.0 0.0 0.0
H 1.0070 4.2607 -3.6734 0.0 0.0 0.0
H -0.2556 5.8897 -2.3054 0.0 0.0 0.0
H -0.9885 5.2815 -0.0244 0.0 0.0 0.0
F 2.6935 -0.0998 4.9323 0.0 0.0 0.0
C 1.4313 -0.1266 4.5144 0.0 0.0 0.0
C 1.1843 -0.2634 3.1573 0.0 0.0 0.0
C -0.1212 -0.2836 2.6859 0.0 0.0 0.0
C -1.1804 -0.1750 3.6108 0.0 0.0 0.0
C -0.8747 -0.0456 4.9665 0.0 0.0 0.0
F -1.8498 0.0667 5.8745 0.0 0.0 0.0
C 0.4196 -0.0162 5.4435 0.0 0.0 0.0
C -2.5375 -0.2149 3.0601 0.0 0.0 0.0
C -3.7147 -0.2332 3.8095 0.0 0.0 0.0
C -4.9390 -0.2969 3.1775 0.0 0.0 0.0
C -4.9864 -0.3550 1.7896 0.0 0.0 0.0
C -3.7993 -0.3381 1.1031 0.0 0.0 0.0
N -2.5906 -0.2501 1.7043 0.0 0.0 0.0
H 2.0467 -0.3339 2.5099 0.0 0.0 0.0
H 0.6207 0.0828 6.5008 0.0 0.0 0.0
H -3.6627 -0.2109 4.8837 0.0 0.0 0.0
H -5.8490 -0.3171 3.7619 0.0 0.0 0.0
H -5.9190 -0.4328 1.2504 0.0 0.0 0.0
H -3.8022 -0.4400 0.0257 0.0 0.0 0.0
N -1.9703 0.9860 -0.7800 0.0 0.0 0.0
C -2.4220 0.3832 -2.0258 0.0 0.0 0.0
C -3.5969 0.6978 -2.6427 0.0 0.0 0.0
C -3.8885 0.1289 -3.9015 0.0 0.0 0.0
C -2.9889 -0.6933 -4.5192 0.0 0.0 0.0
C -1.7644 -1.0216 -3.8902 0.0 0.0 0.0
C -0.7698 -1.8509 -4.4633 0.0 0.0 0.0
C 0.3698 -2.1071 -3.7603 0.0 0.0 0.0
C 0.5088 -1.5884 -2.4596 0.0 0.0 0.0
N -0.3909 -0.8176 -1.8856 0.0 0.0 0.0
C -1.5046 -0.5015 -2.6130 0.0 0.0 0.0
H -2.7568 1.3471 -0.2450 0.0 0.0 0.0
H -1.4285 1.8161 -1.0375 0.0 0.0 0.0
H -4.2944 1.3927 -2.1891 0.0 0.0 0.0
H -4.8243 0.3721 -4.3849 0.0 0.0 0.0
H -3.2031 -1.1037 -5.4975 0.0 0.0 0.0
H -0.9255 -2.2727 -5.4483 0.0 0.0 0.0
H 1.1501 -2.7413 -4.1550 0.0 0.0 0.0
H 1.3765 -1.8555 -1.8734 0.0 0.0 0.0
Se -1.8522 -2.5846 0.3911 0.0 0.0 0.0
C -0.6438 -3.6038 -0.5533 0.0 0.0 0.0
N 0.1250 -4.2178 -1.1510 0.0 0.0 0.0
```
Positions in Å, forces in eV/Å.

Net charge: +2
E (eV): -130175.321
Energy relative to the best compared isomer or geometry (same formula, charge and spin) (eV): 0.506

> The lowest E belongs to which entry?

C35H26BiBrCl3GeIN3OS4

> Look up the E of the first one.

-264647.282 eV

> Among the records above, which one has the highest net charge?

C35H26F2IN6O2SeTa

> What is the net charge in the third record?

+2